(1)
Entry from OMol25: a single C6H10N6 molecule in a non-equilibrium geometry (ωB97M-V/def2-TZVPD).

The geometry in XYZ format:
```
22
Properties=species:S:1:pos:R:3:forces:R:3
C -1.8026 -2.5248 1.1889 -0.5 -0.9 -0.2
C -2.2845 -0.8327 0.0153 1.3 -0.9 1.6
C 1.4282 -0.4237 -0.0051 -1.8 -0.2 -2.2
C 0.0217 0.0735 0.0517 2.7 4.1 -1.7
C -2.8630 0.2781 -0.7382 -1.3 -2.2 0.4
C 2.5151 0.5965 0.3436 -3.1 -1.4 1.6
N -2.8252 -1.9186 0.5646 -0.6 1.3 -0.9
N -0.6321 -1.9695 1.0832 -0.4 1.3 -0.5
N -0.0648 0.5069 -2.1865 0.1 -0.2 2.2
N 0.8754 -0.1697 -2.4212 -0.2 0.1 -1.1
N -0.9536 -0.8011 0.3343 -1.7 -3.4 1.2
N 1.5579 -0.8435 -1.5544 -2.4 1.2 3.0
H -2.0245 -3.4751 1.6675 0.6 0.2 0.1
H 1.4249 -1.3984 0.4803 0.6 0.1 0.1
H -0.0845 1.1533 0.4077 -0.2 -1.6 -0.4
H -3.8768 0.0083 -0.9656 -0.3 -0.4 -1.0
H -3.0502 1.0662 -0.0980 0.4 2.2 1.3
H -2.2055 0.4623 -1.5290 0.4 0.9 -1.4
H 3.2096 0.6330 -0.4123 1.9 0.3 -1.4
H 2.8492 0.2244 1.2960 0.9 0.4 0.4
H 1.9603 1.5043 0.4825 0.4 0.9 0.0
H 2.3472 -1.2750 -1.8344 3.1 -1.6 -1.4
```
Positions in Å, forces in eV/Å.

Summary:
LUMO (spin up / spin down) = 0.28 / 0.29 eV
electronic energy = -563.01696 a.u.
highest occupied orbital energy (spin up / spin down) = -8.051 / -8.046 eV
orbital gap (spin up / spin down) = 0.306 / 0.306 hartree
2S+1 = 1

***

(2)
Entry from OMol25: 2 unconnected molecules or ions with the total composition C14H27ClIN4O2P in a non-equilibrium geometry (ωB97M-V/def2-TZVPD).

The geometry in XYZ format:
```
50
Properties=species:S:1:pos:R:3:forces:R:3
C -2.3893 2.5030 -1.2904 -0.4 0.4 -0.3
C -1.9275 0.9361 -1.4589 1.9 0.7 0.0
N -2.8954 -0.0724 -0.8525 0.2 0.0 -1.7
N -4.1500 0.3087 -1.3094 -5.6 1.0 -1.4
C -4.6577 0.2710 -2.7337 -2.2 1.5 3.6
N -6.0843 0.8372 -2.6236 2.7 -0.7 1.5
C -6.5235 1.2306 -1.2304 6.6 -1.7 0.1
P -8.1343 1.9942 -0.5456 -0.8 0.3 -0.5
O -8.8073 3.0464 -1.7696 1.9 -2.3 -0.3
Cl -7.5161 3.3271 1.0201 0.0 -0.5 -1.5
C -5.1973 0.8324 -0.3503 -1.6 0.2 -4.6
I -4.7553 0.9390 1.7900 -0.4 -0.2 -2.3
H -2.6021 2.7599 -0.1682 0.6 -0.6 -2.1
H -1.5607 3.2504 -1.7123 -1.6 -2.0 1.0
H -3.3798 2.7779 -1.8849 2.0 -0.8 1.2
H -0.9064 0.8000 -0.8752 -2.0 0.1 -1.4
H -1.7656 0.6448 -2.5813 -0.2 0.8 2.0
H -2.7453 -1.0334 -1.2840 0.3 1.5 0.9
H -4.0875 -0.1079 -3.7043 -1.5 1.0 2.6
H -6.6529 0.9466 -3.4916 0.8 -0.1 1.3
H -8.7498 2.5562 -2.6600 -0.2 1.1 1.8
C 1.6200 0.0245 2.3669 0.0 0.3 0.4
C 2.6532 0.1442 1.2250 0.1 0.4 0.8
C 4.0818 0.2438 1.8210 0.1 0.1 -0.1
C 4.6195 -1.0409 2.4422 0.3 0.1 0.3
C 4.0389 -2.3092 1.8293 -0.3 -0.2 0.0
C 3.4793 -2.1420 0.3933 0.2 -0.5 0.5
N 2.4634 -1.0746 0.4162 -0.3 0.2 -1.7
O 1.8758 -0.8534 -0.8206 0.4 -0.2 1.0
C 2.7883 -3.4861 0.0364 -0.1 0.1 -0.2
C 4.6455 -1.9246 -0.5976 0.1 0.1 -0.3
C 2.3976 1.5032 0.5113 -0.1 -0.4 -0.4
H 0.5984 -0.0083 1.9745 0.2 -0.1 -0.2
H 1.6800 0.8801 3.0509 0.0 0.0 0.0
H 1.7691 -0.8803 2.9631 0.1 0.0 -0.1
H 4.7798 0.5615 1.0365 -0.3 0.0 -0.1
H 4.1237 1.0412 2.5780 -0.2 -0.1 -0.2
H 5.7122 -1.0477 2.3431 -0.1 0.1 0.0
H 4.4181 -1.0444 3.5198 0.0 0.0 -0.1
H 4.8002 -3.0999 1.8580 -0.2 0.1 -0.2
H 3.2345 -2.6631 2.4871 -0.1 0.0 -0.3
H 1.9213 -3.6678 0.6833 0.1 0.2 -0.1
H 3.4775 -4.3298 0.1678 0.1 0.2 0.0
H 2.4435 -3.5106 -1.0042 0.0 0.2 0.2
H 5.3486 -2.7668 -0.5542 -0.1 0.1 0.1
H 5.2209 -1.0175 -0.3907 -0.1 0.0 0.1
H 4.2940 -1.8605 -1.6329 -0.2 0.1 0.2
H 2.5117 2.3395 1.2134 0.1 -0.3 0.1
H 1.3824 1.5744 0.1063 0.2 -0.2 0.0
H 3.1088 1.6672 -0.3070 -0.2 -0.2 0.1
```
Positions in Å, forces in eV/Å.

Summary:
LUMO = -2.06 eV
electronic energy = -2017.97806 a.u.
highest occupied orbital energy = -3.903 eV
orbital gap = 0.068 hartree
2S+1 = 1

***

(3)
Entry from OMol25: a single C3H3ClN2S molecule in a non-equilibrium geometry (ωB97M-V/def2-TZVPD).

The geometry in XYZ format:
```
10
Properties=species:S:1:pos:R:3:forces:R:3
C -2.2315 1.1918 0.2287 0.8 -1.9 0.3
C -1.6340 -0.0891 0.1329 -7.8 1.2 0.6
C 2.1356 -0.2957 -0.1405 -1.3 0.9 1.0
N -2.7711 2.1986 0.3830 -0.4 1.1 0.0
N -0.3841 -0.2260 0.0454 7.1 -0.6 -1.0
S 0.6864 -1.3757 -0.0364 -0.2 -0.4 0.3
Cl -2.9059 -1.3261 -0.1199 1.0 0.2 -0.2
H 1.6305 0.5378 -0.6282 0.3 0.6 0.7
H 2.9581 -0.4655 -0.7604 1.1 -1.5 -1.1
H 2.5160 -0.1501 0.8954 -0.6 0.4 -0.7
```
Positions in Å, forces in eV/Å.

Summary:
LUMO (spin up / spin down) = 0.33 / -3.30 eV
electronic energy = -1083.83325 a.u.
highest occupied orbital energy (spin up / spin down) = -6.535 / -10.456 eV
orbital gap (spin up / spin down) = 0.252 / 0.263 hartree
2S+1 = 3

***

Which of these has the highest 2S+1? C3H3ClN2S

***

Which of these has the highest 2S+1? C3H3ClN2S

***

Which value of 2S+1 does entry 3 give? 3